[1]
Computed, not measured: a molecular structure, C29H38CsN8O2 in a non-equilibrium geometry, with wB97M-V/def2-TZVPD.

The geometry in ORCA input format:
```
! RIJCOSX wB97M-V def2-TZVPD def2/J DEFGRID3
* xyz 1 1
Cs 0.81310 2.47309 -0.80137
C 1.56727 -3.82695 4.77028
C 1.04841 -3.07702 3.57205
C -0.25244 -3.21115 3.23945
C -0.84092 -2.43580 2.17151
C -2.22524 -2.54006 2.01546
N -3.03312 -2.17005 1.06341
C -2.78942 -1.89224 -0.32037
C -4.11791 -1.72801 -1.07575
C -5.05724 -0.69924 -0.43941
N -4.48631 0.66616 -0.48128
C -3.56242 1.30962 0.24696
C -3.16667 1.27183 1.60039
C -3.85266 0.62578 2.75638
C -3.26413 0.41490 3.91833
C -3.93403 0.11565 5.17230
C -1.80481 0.54721 3.97180
C -1.13797 1.31070 3.06252
C 0.26613 1.71254 3.45538
N 1.12862 2.14770 2.63910
C 2.39436 2.51569 3.16881
C 3.55802 2.07505 2.28262
C 3.54519 0.55334 2.24097
N 3.18292 0.08530 0.90814
C 2.27999 -0.76276 0.69458
C 1.44952 -1.58689 1.65432
C 1.88050 -2.23599 2.73317
C 0.01785 -1.55447 1.37382
O -0.40762 -0.76364 0.50142
C -1.81670 1.82735 1.86603
O -1.26699 2.67474 1.17639
H 0.76044 -3.84356 5.56337
H 2.43765 -3.37705 5.20495
H 1.93047 -4.82031 4.57341
H -0.89120 -3.97261 3.70488
H -2.75053 -3.10648 2.78038
H -4.01043 -2.41495 1.30067
H -2.22101 -2.75492 -0.81410
H -2.14758 -1.07379 -0.45186
H -4.66985 -2.69982 -1.22574
H -3.86926 -1.33466 -2.07761
H -5.22577 -0.96343 0.59900
H -6.04357 -0.63865 -0.90807
H -4.59631 1.08212 -1.39692
H -2.99665 2.07909 -0.28363
H -4.98115 0.53346 2.59921
H -4.88691 -0.46708 5.01379
H -4.17744 1.00729 5.77934
H -3.43453 -0.59754 5.83688
H -1.26151 0.22527 4.86187
H 0.55976 1.59542 4.49240
H 2.54955 2.18702 4.18092
H 2.40249 3.61792 3.35226
H 4.49730 2.36649 2.70374
H 3.42922 2.52284 1.27598
H 2.83283 0.17300 3.01903
H 4.47100 0.05677 2.44941
H 2.08420 -1.02285 -0.34199
H 2.89228 -2.24621 2.99319
C 2.55288 0.47475 -8.13524
C 3.31396 1.60985 -7.52934
C 2.43383 2.86974 -7.44243
C 3.91679 1.18796 -6.15372
N 2.87722 0.96164 -5.16961
C 2.04545 -0.01598 -4.90775
N 1.25851 0.23911 -3.87411
N 1.56043 1.54064 -3.60653
N 2.53439 1.96803 -4.31827
H 2.02204 0.78001 -9.03843
H 1.78400 0.09561 -7.42112
H 3.20730 -0.35656 -8.37959
H 4.16484 1.91488 -8.18387
H 1.54319 2.64464 -6.85433
H 2.02864 3.11820 -8.40569
H 2.86722 3.79823 -7.01084
H 4.58487 1.92248 -5.79799
H 4.47436 0.24403 -6.25180
H 2.03135 -0.95237 -5.44149
*
```

Summary:
Orbital gap: 7.225 eV
Largest force on an atom: 3.95 eV/Å
Energy: -47245.5836 eV

[2]
Computed, not measured: a molecular structure, C26H28AsClInN6O4S, with wB97M-V/def2-TZVPD.

The geometry in ORCA input format:
```
! RIJCOSX wB97M-V def2-TZVPD def2/J DEFGRID3
* xyz 1 1
In -0.40708 -0.60697 -0.11576
C 1.61182 4.39428 2.17306
C 2.60691 3.74953 1.44954
C 2.47104 2.41244 1.11207
C 1.33682 1.69606 1.49741
C 0.34874 2.34135 2.23040
C 0.48705 3.68306 2.56140
N 1.19040 0.33829 1.07929
C 2.19135 -0.51889 1.34221
C 3.12829 -0.33998 2.40807
C 4.10872 -1.25606 2.63495
C 4.26863 -2.42274 1.83213
C 3.40567 -2.63973 0.80952
C 2.36301 -1.70956 0.56116
N 1.45634 -1.84885 -0.43692
N 1.56586 -2.73404 -1.32555
C 0.42712 -2.78558 -2.16545
C 0.55724 -3.42398 -3.39143
C -0.55321 -3.52508 -4.20286
C -1.77164 -3.02375 -3.75369
C -1.81831 -2.41776 -2.51783
N -0.73595 -2.28281 -1.73443
H 1.71476 5.43925 2.43185
H 3.49242 4.28973 1.14041
H 3.24226 1.92022 0.53001
H -0.52581 1.79558 2.54878
H -0.29121 4.16971 3.13479
H 3.03185 0.53061 3.04150
H 4.78522 -1.09961 3.46610
H 5.05980 -3.12513 2.05145
H 3.46798 -3.51807 0.18148
H 1.52328 -3.81918 -3.67161
H -0.48026 -4.00171 -5.17141
H -2.67198 -3.11706 -4.34324
H -2.74781 -2.04818 -2.10534
C 0.12824 -3.47761 2.39228
As -1.12478 -2.03223 2.08347
C -0.95169 -0.99906 3.70171
C -2.79533 -2.97919 2.26570
H -0.22956 -4.07113 3.23280
H 1.11639 -3.08280 2.62078
H 0.19222 -4.10892 1.50672
H -0.98361 -1.67626 4.55397
H -1.77145 -0.28613 3.75955
H -0.00251 -0.46599 3.68484
H -2.82770 -3.37771 3.27897
H -2.81442 -3.79942 1.55065
H -3.63476 -2.31482 2.09340
O -1.85518 1.18400 0.58445
Cl -3.18176 0.52170 0.48991
O -4.12769 1.37517 -0.13208
O -3.58734 0.09758 1.79335
O -2.90661 -0.66784 -0.35811
N -2.47231 4.90846 -3.94032
C -1.17651 4.60015 -3.77134
S 0.06438 5.54034 -4.27073
C -0.93784 3.27999 -3.09514
C 0.18653 3.09534 -2.30316
C 0.36991 1.88546 -1.67583
N -0.48157 0.85301 -1.81872
C -1.54742 1.01699 -2.61018
C -1.80676 2.20716 -3.25761
H -2.69471 5.79370 -4.36627
H -3.20715 4.41337 -3.46462
H 0.89693 3.89908 -2.17176
H 1.22057 1.72467 -1.02780
H -2.21891 0.17806 -2.71489
H -2.67694 2.26952 -3.89605
*
```

Summary:
Orbital gap: 6.056 eV
Largest force on an atom: 0.52 eV/Å
Energy above the lowest of the compared OMol25 structures with the same formula, charge and spin: 0.188 eV
Energy: -133905.3297 eV